Here is a single C3H6N2O2 molecule from the Open Molecules 2025 dataset. Energies are from ωB97M-V/def2-TZVPD.

Geometry as XYZ:
```
13
Properties=species:S:1:pos:R:3:forces:R:3:mulliken_charge:R:1
C -2.1051 0.1248 0.4955 0.1748 -2.2689 -1.0377 -0.577
C -0.9312 0.5086 0.8917 4.5253 -0.6898 -0.3260 -0.289
C 0.6806 -0.0492 0.1788 -3.9017 -0.1027 2.5172 0.047
N 1.4192 1.1125 0.4296 1.3403 1.7114 -2.9180 -0.622
O 0.3088 -0.4788 -1.1131 0.4998 0.1288 -1.0915 -0.213
N 0.8610 -1.7369 -1.3238 -0.5558 -0.9391 -2.8271 0.100
O 0.6078 -2.1567 -2.4217 0.4718 1.0764 2.5644 -0.331
H -3.0390 0.3412 0.9470 -0.6462 0.7206 0.2681 0.310
H -2.1085 -0.7197 -0.2279 -0.2242 0.7577 0.2819 0.198
H -0.6004 1.2532 1.6181 -0.6386 -0.1648 -0.0419 0.340
H 1.2498 -0.9322 0.5453 -0.9560 0.6397 0.8379 0.479
H 2.4206 0.9258 0.3432 -0.1522 0.0165 0.1218 0.304
H 1.2365 1.8074 -0.3625 0.0628 -0.8858 1.6510 0.255
```
Positions in Å, forces in eV/Å.

Calculated values
- Total energy: -377.7268 a.u.
- Strongest force on any atom: 4.64 eV Å⁻¹
- Relative energy (zero: lowest compared OMol25 entry of this formula, charge and spin): 145.9 kcal per mole
- Highest occupied orbital energy: -9.92 eV
- SMILES: C=C[C@H](N)ON=O
- Spin multiplicity: 1
- Total charge: 0
- HOMO-LUMO gap: 9.95 eV


Here is 4 unconnected molecules or ions with the total composition C27H64N3O11PS from the Open Molecules 2025 dataset. Energies are from ωB97M-V/def2-TZVPD.

Geometry as XYZ:
```
107
Properties=species:S:1:pos:R:3:forces:R:3:mulliken_charge:R:1
C -1.7775 1.6446 -3.7903 1.0973 -0.1325 0.1547 -1.221
C -0.6411 0.5805 -3.9238 -0.7401 0.2851 -0.4286 -0.850
C -0.9445 -0.7639 -3.1888 0.5615 -0.1907 0.3852 1.980
C -1.8552 -1.6149 -4.1361 0.4018 0.6443 -0.2253 -0.942
C -1.1020 -2.4855 -5.1758 -1.3796 0.2237 -0.6650 -0.929
O -1.3041 -3.8511 -4.8283 0.1790 0.1009 0.4246 -0.534
C -1.7233 -0.6014 -1.8571 -0.8597 -0.5213 -0.7252 -1.278
O -1.2793 0.4857 -1.0247 2.0078 -0.7657 -0.0334 -0.397
S 0.2975 0.3640 -0.5995 2.7100 3.5716 3.5337 1.132
O 0.4980 -0.2091 0.7518 -1.4362 -0.3764 -2.6913 -0.377
O 0.8318 1.7507 -0.6202 -1.5254 -2.5078 -0.9345 -0.755
C 1.2828 -0.5926 -1.8003 -0.9401 0.0830 -1.8532 -1.459
C 0.4256 -1.4266 -2.8495 1.3407 -0.2370 0.8972 -0.710
P 0.2759 -3.1917 -2.1880 -1.2590 -1.2085 0.2734 0.207
C 1.6322 -4.1420 -3.0890 -0.0994 0.2571 0.7283 -0.997
O 0.8147 -3.2476 -0.5788 0.8524 0.4374 -1.4547 -0.553
H -2.7378 1.1501 -3.9924 0.1259 0.4703 -0.0027 0.148
H -1.7597 2.1079 -2.7923 -0.2333 -0.3228 -0.2958 0.254
H -1.5676 2.4620 -4.4996 -0.3899 -0.3952 0.0833 0.469
H -0.5972 0.3329 -5.0039 0.1927 -0.0275 0.4557 0.464
H 0.3481 1.0040 -3.6865 -0.4774 -0.0535 0.2176 0.436
H -2.5623 -2.2387 -3.5667 0.4392 -0.0542 -0.2098 0.570
H -2.4736 -0.8774 -4.7018 0.3295 -0.6019 0.4825 0.050
H -0.0489 -2.2054 -5.3367 -0.2335 -0.1709 0.3362 0.417
H -1.6120 -2.3339 -6.1500 0.3521 0.1152 0.3096 0.427
H -0.6364 -4.4058 -5.2246 0.2416 -0.1355 -0.2918 0.323
H -2.7786 -0.4046 -2.1092 0.4094 0.2644 0.3303 0.511
H -1.7349 -1.5384 -1.2649 0.1678 0.2844 -0.3597 0.444
H 1.8353 0.1569 -2.3881 -0.3645 0.0950 0.6189 0.518
H 2.0322 -1.2083 -1.2889 -0.6208 0.1859 0.3930 0.644
H 1.0731 -1.4769 -3.7473 -0.4064 0.0793 0.3243 0.666
H 2.2076 -3.5163 -3.7876 -0.1609 -0.2885 0.1820 0.335
H 2.3126 -4.6206 -2.3622 -0.2235 0.3959 -0.2124 0.359
H 1.1248 -4.9705 -3.6066 0.1863 0.4293 -0.0048 0.269
H 0.2070 -2.7947 0.0091 -0.2349 0.0921 0.2207 0.336
C -8.3792 0.8500 -8.5243 0.0447 0.1380 0.2077 -0.706
O -8.6377 0.5448 -7.1651 -0.0179 -0.1178 -0.3507 -0.333
C -9.1600 -0.7647 -6.9596 -0.0097 -0.0199 0.5028 -0.818
C -8.1360 -1.6606 -6.2790 0.0969 0.1582 -0.3219 -0.133
N -7.0277 -1.9795 -7.1742 -0.0222 -0.0047 0.2357 -0.305
C -5.8816 -2.6017 -6.5128 0.0216 0.1634 -0.2199 -1.107
C -5.1525 -1.8038 -5.4277 0.2129 -0.3447 -0.0142 -0.048
O -4.4450 -0.6679 -5.9084 -0.3298 0.0162 0.1521 -0.391
C -5.2426 0.4940 -6.0799 0.3564 0.1082 -0.1380 -0.706
H -8.1720 1.9177 -8.5909 -0.0197 -0.0212 0.0667 0.236
H -7.5031 0.3099 -8.8960 -0.0567 -0.0599 -0.1570 0.294
H -9.2446 0.6241 -9.1532 0.0375 -0.0420 -0.0406 0.337
H -9.5219 -1.2084 -7.8909 0.1379 0.0252 -0.0755 0.408
H -10.0173 -0.6555 -6.2899 -0.0197 -0.0312 -0.0171 0.397
H -8.6235 -2.5894 -5.9689 0.0222 -0.0127 0.0141 0.372
H -7.7917 -1.1377 -5.3789 -0.1589 -0.0063 0.1214 0.158
H -6.7120 -1.1297 -7.6205 -0.0325 0.0156 -0.0411 0.083
H -5.1548 -2.8290 -7.2972 0.0477 -0.0483 0.0731 0.427
H -6.1997 -3.5605 -6.0918 -0.0162 0.0406 0.0746 0.400
H -4.3906 -2.4636 -5.0043 0.0086 -0.0160 -0.0516 0.220
H -5.8060 -1.5288 -4.5927 -0.1002 0.1417 -0.0876 0.345
H -6.0464 0.5578 -5.3433 -0.0577 -0.0740 -0.0551 0.380
H -5.6505 0.5356 -7.0914 -0.1974 0.0691 0.0482 0.151
H -4.5947 1.3644 -5.9582 0.0265 -0.0640 0.0387 0.360
C 1.6851 -1.4137 8.3293 -0.1656 0.2069 0.0210 -0.699
O 1.6393 -0.1421 7.7092 0.1916 -0.3380 0.0601 -0.375
C 2.6044 0.0266 6.6723 -0.1421 0.5086 -0.2191 -0.609
C 1.9347 0.0684 5.3072 -0.0491 -0.3161 0.2048 -0.106
N 1.4042 -1.2378 4.9304 -0.0419 0.1596 -0.0249 -0.308
C 0.5160 -1.2091 3.7663 0.0307 -0.1502 0.1879 -0.671
C -0.7736 -0.3900 3.8638 -0.0263 -0.1737 -0.3236 -0.322
O -1.7358 -0.9115 4.7724 0.1422 0.2117 0.0614 -0.465
C -1.5355 -0.5522 6.1277 -0.2699 -0.2326 -0.0898 -0.528
H 1.0543 -1.3728 9.2173 0.0043 0.0587 -0.0314 0.248
H 1.2935 -2.1944 7.6701 0.1193 -0.1321 0.0193 0.297
H 2.7032 -1.6686 8.6372 0.0017 -0.0622 -0.0353 0.335
H 3.3849 -0.7380 6.7115 -0.1090 -0.1190 0.0143 0.455
H 3.0819 0.9947 6.8471 0.0628 -0.0261 -0.0218 0.118
H 2.6681 0.3854 4.5600 -0.0129 0.0117 -0.0200 0.411
H 1.1435 0.8262 5.3544 0.1063 0.1795 0.0079 0.115
H 0.8906 -1.6207 5.7120 0.0158 0.0087 0.0427 0.144
H 0.2324 -2.2462 3.5650 -0.0427 0.0260 -0.0563 0.267
H 1.0860 -0.8669 2.9008 -0.0422 0.0860 0.0491 0.402
H -1.2483 -0.4277 2.8809 0.0107 -0.0164 0.0138 0.207
H -0.5875 0.6703 4.0659 0.0556 -0.0087 0.1554 0.337
H -1.1012 0.4447 6.2323 0.1081 -0.0311 -0.0106 0.267
H -0.9123 -1.2917 6.6357 0.1263 0.1356 0.1351 0.164
H -2.5092 -0.5560 6.6215 -0.0032 0.0094 -0.0745 0.313
C 8.6827 1.3456 4.3913 0.0841 0.2333 -0.0556 -0.695
O 8.0594 2.4151 3.7031 -0.0284 -0.3515 0.1177 -0.350
C 6.7010 2.1601 3.3554 -0.1500 0.4434 -0.1884 -0.813
C 5.7541 3.0143 4.1850 0.2447 -0.2373 0.1718 -0.264
N 5.7316 2.5842 5.5801 -0.1133 0.2005 -0.0974 -0.193
C 5.0646 3.5236 6.4826 0.1898 -0.1654 0.0870 -0.691
C 5.6523 4.9311 6.6235 -0.2379 0.0156 0.2300 -0.580
O 6.9157 4.9776 7.2671 -0.0531 0.0163 -0.2596 -0.437
C 8.0264 4.7168 6.4261 0.0773 0.0478 0.3399 -0.509
H 9.7506 1.5583 4.4375 -0.0367 0.0490 -0.0360 0.236
H 8.3093 1.2577 5.4161 -0.0252 -0.1743 0.0163 0.280
H 8.5394 0.3978 3.8650 -0.0299 -0.0307 0.0563 0.338
H 6.4539 1.0980 3.4358 0.0522 -0.0107 0.1481 0.408
H 6.5899 2.4473 2.3063 -0.0306 -0.0293 -0.0067 0.403
H 4.7450 2.9350 3.7701 -0.0134 0.0173 0.0145 0.376
H 6.0832 4.0555 4.0879 -0.0444 0.0420 -0.1838 0.179
H 6.6812 2.4592 5.9021 0.0256 -0.0331 -0.0211 0.038
H 5.0751 3.0632 7.4743 -0.0518 0.0753 0.0254 0.418
H 4.0135 3.6079 6.1873 0.0226 0.0532 -0.0679 0.383
H 4.9749 5.4964 7.2690 0.0234 -0.0179 0.0261 0.372
H 5.6837 5.4741 5.6726 0.1154 -0.0933 -0.0885 0.384
H 7.8678 5.0755 5.4066 -0.0566 -0.0891 -0.0345 0.277
H 8.2642 3.6509 6.4199 0.0542 -0.0258 -0.2116 0.161
H 8.8897 5.2384 6.8430 -0.0726 0.0296 0.0246 0.304
```
Positions in Å, forces in eV/Å.

Calculated values
- Total energy: -2798.3828 a.u.
- Strongest force on any atom: 5.71 eV Å⁻¹
- Highest occupied orbital energy: -8.17 eV
- SMILES: CC[C@]1(CCO)COS(=O)(=O)C[C@H]1P(C)O.COCCNCCOC.COCCNCCOC.COCCNCCOC
- Spin multiplicity: 1
- Total charge: 0
- HOMO-LUMO gap: 8.53 eV


Here is a molecular structure, C17H38N3O8PS from the Open Molecules 2025 dataset. Energies are from ωB97M-V/def2-TZVPD.

Geometry as XYZ:
```
68
Properties=species:S:1:pos:R:3:forces:R:3:mulliken_charge:R:1
C 3.3756 3.4428 3.0321 -0.5046 0.3830 -1.1367 -0.936
C 2.5264 4.6740 2.6254 -0.0723 -1.1994 0.7193 -0.393
O 2.2265 4.4944 1.2235 1.0384 0.7570 -0.1573 -0.111
C 1.6866 5.6165 0.6519 1.1325 -0.8137 -1.9635 0.411
O 0.8513 6.2388 1.1802 -1.8007 1.6646 1.5081 -0.540
C 2.2362 5.9598 -0.7489 0.3032 -1.7226 0.7153 -0.902
C 2.6066 4.6271 -1.4653 0.0664 0.9008 -1.0876 -0.416
C 1.3587 3.7825 -1.8603 0.6476 -0.1208 0.1944 -1.674
C 1.5530 2.2537 -1.6469 -0.6508 0.9617 -1.4752 1.933
C 2.6622 1.7321 -2.6071 -0.1912 -0.6696 0.4025 -1.195
C 3.5790 0.6238 -2.0382 0.7297 0.3822 -0.5311 -0.731
C 4.8892 1.1300 -1.3851 0.6190 -0.8763 0.1850 -0.467
O 5.3767 2.3448 -1.9578 -0.3324 0.0471 0.4202 -0.547
C 1.4714 1.7247 -0.1986 -0.1076 -0.6918 1.7642 -0.477
O 0.4600 0.6497 -0.1667 -0.7305 0.4931 -1.3469 -0.424
S -0.7006 1.3180 -1.0908 -0.5679 1.1557 0.7539 1.108
O -1.1892 2.4826 -0.4259 0.9283 0.7074 0.2409 -0.597
O -1.7785 0.4785 -1.4572 1.1389 -1.5624 -0.9164 -0.566
O 0.3059 1.7233 -2.2758 -1.0760 -0.9197 1.0497 -0.519
H 4.3462 3.5233 2.5128 -0.1925 -0.0567 0.5201 0.261
H 2.8807 2.5612 2.5875 0.1554 0.1662 0.5559 0.149
H 3.4826 3.3467 4.1182 0.0455 0.0142 -0.3466 0.393
H 3.1176 5.5850 2.8071 -0.4919 -0.0801 -0.2530 0.362
H 1.5635 4.6941 3.1593 0.5003 0.2195 0.0299 0.291
H 1.4965 6.5268 -1.3264 0.1195 -0.1230 0.3630 0.351
H 3.1309 6.5828 -0.5883 -0.2435 -0.1851 -0.1299 0.352
H 3.3753 4.0559 -0.9253 -0.4456 0.2007 0.0465 0.274
H 3.0900 4.9313 -2.4138 -0.0241 -0.2455 0.4239 0.559
H 1.2106 3.8849 -2.9498 -0.0019 -0.0655 0.4253 0.400
H 0.4184 4.1387 -1.4071 0.4510 -0.2823 0.1840 0.546
H 3.2293 2.5745 -3.0313 0.0357 -0.3572 0.4841 0.472
H 2.1361 1.2881 -3.4691 0.0291 0.2639 0.4184 0.355
H 3.0797 -0.0514 -1.3256 -0.0301 0.3020 -0.2980 0.325
H 3.8804 -0.0161 -2.8862 -0.1687 0.2729 0.2985 0.492
H 5.6583 0.3514 -1.5736 -0.3681 0.2182 0.2222 0.350
H 4.8262 1.2042 -0.2805 -0.2810 0.2227 -0.4470 0.277
H 5.9242 2.7645 -1.2814 -0.0677 -0.0341 -0.3388 0.306
H 2.3523 1.2436 0.2484 0.0058 0.3007 -0.6771 0.210
H 1.0886 2.4126 0.5709 0.4380 0.4189 -0.8234 0.311
O -1.3124 -5.2937 0.3575 2.3352 3.0585 1.0134 -0.814
P -2.3549 -4.2142 0.5841 -5.5940 -4.8850 -1.4459 1.015
N -3.1705 -5.0076 1.8943 0.3414 0.0964 0.6412 0.025
C -4.5611 -4.8445 2.2768 -0.2690 0.4645 -0.0176 -0.793
C -2.3657 -5.1647 3.1046 0.3583 -0.2877 -0.1550 -1.132
N -3.1901 -4.5006 -0.9142 -0.0699 0.0728 -0.7454 0.236
C -4.4748 -5.1713 -0.9711 -0.2924 0.3698 0.3244 -1.201
C -2.3594 -4.9792 -2.0173 0.2759 0.0119 0.1174 -1.114
N -3.3004 -2.7384 0.8189 2.9366 1.3778 -0.2147 0.046
C -3.6164 -1.9017 -0.3565 -0.2857 -0.0377 -0.4871 -1.007
C -2.5677 -1.8396 1.7519 -0.2377 -0.1484 0.6643 -1.108
H -4.7744 -3.8624 2.7188 -0.0436 0.0098 0.0104 0.251
H -4.8309 -5.5995 3.0203 0.2712 -0.0414 0.0261 0.380
H -5.2502 -5.0065 1.4539 0.1425 0.1672 -0.1110 0.166
H -2.3933 -4.2652 3.7352 -0.0649 -0.0464 0.1163 0.337
H -1.3247 -5.3756 2.8599 -0.0423 0.0413 -0.1303 0.319
H -2.7280 -6.0056 3.7018 -0.0798 0.0392 -0.0459 0.362
H -4.4403 -6.1726 -0.5227 -0.1150 -0.0126 0.0272 0.319
H -4.8111 -5.2764 -2.0055 0.2524 0.0032 -0.0577 0.423
H -5.2529 -4.5747 -0.4900 0.0298 -0.0847 0.1596 0.309
H -2.1666 -6.0569 -1.9562 0.0935 0.0175 -0.0196 0.322
H -1.4013 -4.4609 -2.0387 0.0048 -0.1109 0.0622 0.322
H -2.8479 -4.7739 -2.9748 -0.1752 0.0507 0.1302 0.357
H -2.7329 -1.6935 -0.9583 -0.1093 0.1227 -0.0560 0.347
H -4.0449 -0.9479 -0.0378 0.2567 -0.0371 0.3277 0.380
H -4.3753 -2.3556 -0.9881 0.1747 -0.2712 0.0574 0.264
H -1.6313 -1.4830 1.3138 -0.0797 0.1827 -0.0057 0.372
H -2.3244 -2.3548 2.6842 -0.0107 -0.1317 -0.0707 0.231
H -3.1805 -0.9788 2.0209 -0.0391 -0.0381 -0.1120 0.395
```
Positions in Å, forces in eV/Å.

Calculated values
- Total energy: -2176.1601 a.u.
- Strongest force on any atom: 7.57 eV Å⁻¹
- Highest occupied orbital energy: -7.91 eV
- Spin multiplicity: 1
- Total charge: 0
- HOMO-LUMO gap: 7.95 eV